A cluster of 2 separate species, CH7NS2 in total, computed with ωB97M-V/def2-TZVPD.

XYZ file:
```
11
Properties=species:S:1:pos:R:3:forces:R:3:nbo_charge:R:1
N -3.262497 -0.166549 0.404702 2.6 -1.3 -0.4 -1.0507
H -2.501967 0.232256 0.980391 -0.6 0.3 -0.4 0.3510
H -3.975070 -0.391708 1.056272 -0.9 -0.2 0.7 0.3465
H -2.801391 -1.101751 0.193471 -1.0 1.3 0.0 0.3504
C 1.649318 -1.304750 0.437006 -1.3 -1.3 -3.6 -0.7337
S 0.417103 -0.535337 -0.686638 0.2 0.8 1.0 0.0811
S 0.599556 1.394492 0.026067 0.1 0.5 0.5 -0.1587
H 2.666377 -1.058398 0.030610 -0.9 -0.5 1.2 0.2453
H 1.202402 -2.273196 0.051641 1.8 -0.1 0.9 0.2227
H 1.321031 -1.236167 1.448991 0.5 0.5 0.7 0.2235
H 0.763641 1.076829 1.352813 -0.3 0.1 -0.7 0.1225
```
Forces are in eV/Å.

The charge is 0. As for the total energy: -893.385585 hartree. The HOMO energy comes out at -8.5 eV. For the gap between HOMO and LUMO, the calculation gives 0.332 Eh. For the lowest unoccupied orbital energy, the calculation gives 0.5 eV. The value obtained for the energy above the lowest of the compared OMol25 structures with the same formula, charge and spin is 0.955 eV. As for the SMILES: CSS.N.

A cluster of 4 separate species, C44H51BN4O2S in total, computed with ωB97M-V/def2-TZVPD.

XYZ file:
```
103
Properties=species:S:1:pos:R:3:forces:R:3:mulliken_charge:R:1
C 2.344306 2.832076 2.891894 0.8 -0.2 -0.5 0.2378
C 1.317456 2.279347 3.138975 -0.8 -0.1 0.2 -0.9852
C 0.013428 1.634547 3.330862 0.7 0.5 -0.3 -1.7336
C -0.266558 0.804333 2.090908 -0.2 -0.5 0.3 0.3855
C -1.113641 1.221098 1.065767 -0.3 0.6 0.1 1.6621
C -1.810205 2.572640 1.196158 0.3 -0.8 -0.2 -2.3206
C -3.210687 2.547429 1.859503 0.5 0.4 0.4 1.9551
C -3.434237 3.909133 2.536105 -0.3 -0.8 0.0 -1.6768
C -3.367714 1.460492 2.932217 0.0 0.6 -0.3 -1.7037
C -1.294219 0.421026 -0.070800 -0.1 -0.1 -0.2 0.4855
C -2.194571 0.820200 -1.223453 0.0 -0.1 0.6 -1.8292
C -3.669143 0.657449 -0.941328 0.2 0.0 0.0 1.1258
C -4.531589 1.702246 -1.179490 -0.4 0.5 -0.2 -0.7463
C -5.887149 1.575690 -0.950425 -0.5 0.2 -0.2 -0.0359
C -6.456682 0.396980 -0.500996 0.2 0.4 0.0 0.3401
C -7.935243 0.324386 -0.289390 -0.2 0.1 0.2 -1.3790
C -5.585068 -0.648592 -0.255762 -0.6 -0.5 0.1 -1.1338
C -4.232321 -0.521428 -0.473440 0.6 -0.4 0.1 -0.0243
C -0.622609 -0.794292 -0.158941 -0.5 0.4 -0.2 -0.9027
C 0.212148 -1.177890 0.869807 0.5 -0.6 -0.3 0.9739
C 0.414406 -0.411719 2.000991 0.3 -0.4 0.0 -0.5517
B 1.409109 -0.939817 3.122368 0.1 0.4 0.4 0.9912
O 2.759971 -1.083126 2.902804 -0.3 -0.5 0.2 -0.5847
O 0.906732 -1.217376 4.383029 0.3 -0.2 0.0 -0.6130
C 0.143358 -2.445622 4.431908 -0.3 0.9 -0.1 0.0882
C -1.321763 -2.112762 4.723830 0.0 -0.2 -0.1 -1.0438
S 1.061366 -2.740175 0.651163 0.0 -0.1 0.1 -0.4747
C 1.447489 -2.591986 -1.080441 -0.2 0.1 1.0 0.8802
C 2.665039 -2.987075 -1.586187 0.1 -0.1 -0.2 -0.6507
C 2.936610 -2.825440 -2.942773 0.1 -0.3 0.2 0.8391
C 4.297480 -3.218026 -3.445139 0.2 -0.2 0.3 -1.7094
C 5.429481 -2.185276 -3.160597 -1.0 0.4 0.1 -0.2053
C 4.929895 -0.831100 -2.634644 0.2 0.2 0.3 -0.2790
C 6.059546 0.047025 -2.156561 0.0 0.1 -0.2 0.2018
C 7.135139 0.398154 -2.961481 -0.1 -0.1 -0.4 -0.3621
C 8.158547 1.177404 -2.469560 0.6 0.4 0.0 -0.7269
C 8.153016 1.636366 -1.165027 -0.3 -0.1 0.2 -0.5295
C 7.068635 1.321818 -0.361601 0.3 0.1 0.2 -0.7008
C 6.043881 0.540536 -0.861522 -0.3 -0.1 0.3 -0.4533
C 1.943167 -2.289336 -3.742855 0.2 0.0 -0.4 -0.6915
C 0.725566 -1.908554 -3.216355 -0.6 0.4 -0.2 -0.6685
C 0.456689 -2.038650 -1.872313 0.2 -0.1 -0.3 -0.0828
N -0.801912 -1.632622 -1.319106 0.2 -0.4 0.3 -0.0296
H 3.296976 3.043804 2.475755 0.2 0.4 0.2 0.5002
H 0.078920 1.015395 4.223001 -0.3 -0.1 0.0 0.4371
H -0.697337 2.438048 3.477623 -0.3 -0.2 0.2 0.1848
H -1.141033 3.214868 1.762058 -0.1 0.2 0.1 0.8612
H -1.844431 3.017351 0.202999 -0.3 0.2 0.0 0.5363
H -3.966003 2.383934 1.100091 -0.1 0.0 -0.1 -0.7625
H -2.672851 4.036098 3.306587 0.1 0.3 0.0 0.4319
H -4.390447 3.864741 3.055656 -0.2 0.3 -0.1 0.4222
H -3.429298 4.736022 1.831604 0.1 0.1 0.0 0.3689
H -4.327081 1.619798 3.421775 -0.2 -0.3 0.0 0.6539
H -3.310820 0.458876 2.515212 0.0 -0.1 0.1 0.2264
H -2.609762 1.603849 3.698991 0.1 -0.3 0.1 0.2167
H -1.949344 0.176084 -2.060773 0.2 0.2 -0.2 0.4275
H -2.009333 1.864571 -1.461222 0.0 0.0 -0.3 0.4380
H -4.172968 2.657110 -1.546559 0.2 0.0 0.0 0.2013
H -6.543620 2.416327 -1.122033 0.0 0.1 0.0 0.1752
H -8.195780 -0.159499 0.649132 0.0 -0.2 0.0 0.3273
H -8.446640 -0.207407 -1.090937 0.0 -0.1 0.0 0.2756
H -8.350798 1.329395 -0.253939 0.0 0.1 0.0 0.3783
H -6.012612 -1.580301 0.091987 0.2 -0.2 0.1 0.5150
H -3.596395 -1.375822 -0.264558 0.1 0.0 0.0 0.3562
H 2.910528 -1.742280 2.211894 0.2 0.4 -0.3 0.2751
H 0.576770 -3.067694 5.208412 0.1 -0.1 0.0 0.5238
H 0.246664 -2.933292 3.460765 -0.1 -0.4 0.1 -0.0925
H -1.948987 -2.273282 3.848306 0.0 0.1 -0.1 0.2772
H -1.736800 -2.699305 5.542069 0.1 -0.1 0.0 0.3730
H -1.373330 -1.065052 5.003886 -0.1 0.1 0.0 0.1714
H 3.415555 -3.417411 -0.935037 0.0 0.0 0.1 0.4383
H 4.271490 -3.512840 -4.491638 -0.1 0.3 -0.2 0.4231
H 4.560947 -4.129647 -2.907846 0.1 -0.1 -0.1 0.3479
H 6.091135 -2.590187 -2.400099 0.3 -0.1 -0.1 0.3867
H 5.986330 -2.004516 -4.067516 0.3 -0.2 0.0 0.2899
H 4.279334 -0.949261 -1.769981 -0.2 -0.2 0.0 0.1536
H 4.332809 -0.291945 -3.372669 0.0 -0.1 -0.2 0.3097
H 7.191758 0.068842 -3.989391 -0.1 -0.1 0.0 0.4799
H 9.000636 1.461553 -3.088921 -0.1 -0.1 -0.2 0.4572
H 8.971653 2.227872 -0.786176 0.1 0.1 0.0 0.3900
H 7.037220 1.669974 0.661676 -0.1 0.0 0.1 0.4059
H 5.197113 0.299985 -0.228067 0.0 0.0 0.1 0.5632
H 2.125819 -2.158975 -4.801703 0.0 0.0 -0.1 0.4064
H -0.061140 -1.492962 -3.833168 0.1 0.0 -0.1 0.4719
H -1.265446 -2.484172 -0.999932 -0.1 0.1 -0.1 0.3613
C 10.778616 -1.893068 -3.471467 0.3 0.1 0.1 -0.8863
C 9.426021 -2.148746 -3.937675 -0.1 0.0 0.0 0.4173
N 8.352839 -2.351156 -4.289304 0.3 -0.1 -0.2 -0.3763
H 11.398164 -1.495428 -4.273910 -0.1 0.0 -0.1 0.2787
H 10.774591 -1.169402 -2.656887 -0.1 0.0 0.0 0.2531
H 11.244169 -2.807941 -3.108209 -0.1 -0.1 0.0 0.3029
C -5.692825 5.498655 -2.517820 0.1 0.1 -0.3 -0.9225
C -6.109580 5.124475 -1.175262 0.0 0.0 0.1 0.4898
N -6.436451 4.822012 -0.117677 0.0 0.1 0.0 -0.4347
H -6.141036 6.445604 -2.814416 0.0 0.0 0.1 0.3506
H -4.610440 5.606816 -2.572978 0.0 0.0 0.1 0.2785
H -5.992615 4.742193 -3.242248 0.0 -0.1 0.1 0.2974
C -6.908645 -3.319687 3.552592 0.2 0.0 0.3 -0.8160
C -7.592864 -3.120852 2.284434 0.0 0.0 0.0 0.4257
N -8.129430 -2.964014 1.282290 0.0 0.0 0.0 -0.4079
H -7.435235 -4.047016 4.168466 -0.1 0.0 -0.1 0.3229
H -5.894719 -3.683851 3.393831 0.0 0.0 -0.1 0.2438
H -6.847082 -2.386723 4.110849 -0.1 0.1 -0.1 0.2603
```
Forces are in eV/Å.

The charge is 0. As for the total energy: -2499.790670 hartree. The HOMO energy comes out at -8.3 eV. For the gap between HOMO and LUMO, the calculation gives 0.318 Eh. For the lowest unoccupied orbital energy, the calculation gives 0.4 eV. As for the SMILES: C#CCc1c(CC(C)C)c(Cc2ccc(C)cc2)c2c(c1B(O)OCC)Sc1cc(CCCc3ccccc3)ccc1N2.CC#N.CC#N.CC#N.

A cluster of 3 separate species, C2H4Br2O2 in total, computed with ωB97M-V/def2-TZVPD.

XYZ file:
```
10
Properties=species:S:1:pos:R:3:forces:R:3:nbo_charge:R:1
C -1.037318 0.152045 0.104780 2.0 -2.3 2.7 -0.6838
C -0.358701 0.522491 -0.925943 0.8 0.7 -2.5 0.6850
O -2.433481 -3.222336 -0.605953 1.0 0.6 -1.0 -0.9411
O 0.163974 0.839014 -1.924865 -0.3 -0.3 1.2 -0.4344
Br -2.679429 0.858319 0.462387 -1.3 0.5 0.3 0.1358
Br 2.865321 2.025378 0.204444 0.9 -0.6 0.4 -0.1913
H -0.510723 -0.533389 0.888435 -1.2 1.4 -1.6 0.2948
H 1.756731 2.695110 -0.265655 -0.9 0.6 -0.4 0.1930
H -1.915442 -2.667843 -1.247933 -0.9 -0.8 1.0 0.4718
H -3.159939 -2.668764 -0.320833 -0.2 0.2 0.0 0.4702
```
Forces are in eV/Å.

The charge is 0. As for the total energy: -5377.056924 hartree. The HOMO energy comes out at -9.4 eV. For the gap between HOMO and LUMO, the calculation gives 0.336 Eh. For the lowest unoccupied orbital energy, the calculation gives -0.2 eV. The value obtained for the energy above the lowest of the compared OMol25 structures with the same formula, charge and spin is 1.384 eV. As for the SMILES: O=C=CBr.Br.O.

A cluster of 8 separate species, C6H28N2O7 in total, computed with ωB97M-V/def2-TZVPD.

XYZ file:
```
43
Properties=species:S:1:pos:R:3:forces:R:3:nbo_charge:R:1
C -0.349359 -0.982153 -2.611831 -0.2 -1.6 0.4 -0.2225
C 0.838821 -0.323622 -1.929647 -0.9 1.1 -1.2 -0.4169
C 1.265916 -0.861121 -0.572732 1.4 0.7 0.1 -0.4622
N -0.912029 0.894170 0.290388 -0.3 0.4 0.5 -0.8797
C -0.708783 -0.369534 0.859443 0.5 -0.1 -0.7 -0.0277
C 0.279487 -1.205429 0.513921 -0.3 0.5 0.0 -0.0893
C 0.410075 -2.545525 1.154503 -1.1 -1.6 -0.5 -0.6745
N -0.254311 -2.464319 -2.687040 -0.2 0.3 0.1 -0.8626
H -1.274851 -0.838939 -2.054356 0.1 0.7 0.1 0.1847
H -0.513370 -0.611370 -3.621184 0.1 0.2 0.0 0.2058
H 0.572740 0.743008 -1.922485 0.0 0.0 0.5 0.1975
H 1.664969 -0.295542 -2.648370 0.3 -0.5 0.3 0.2129
H 1.995757 -0.107103 -0.225249 -0.2 0.0 0.3 0.2044
H 1.961054 -1.683613 -0.728693 -0.2 -0.4 0.0 0.2310
H -0.086720 1.374105 -0.055144 0.0 -0.4 0.0 0.4008
H -1.264480 1.537127 0.991310 -0.1 0.0 0.0 0.4009
H -1.495309 -0.707448 1.525846 0.1 0.2 0.3 0.1951
H 0.618901 -2.651765 2.216718 0.7 0.5 0.0 0.2327
H 1.042651 -3.181652 0.533577 0.5 0.0 0.4 0.2083
H -0.527374 -3.122184 1.094557 -0.2 0.3 -0.1 0.2391
H 0.276672 -2.786733 -3.481567 0.2 0.0 0.0 0.3643
H 0.177362 -2.814365 -1.839507 0.1 -0.1 -0.1 0.3496
H 0.866820 1.029441 3.921055 -0.2 0.1 -0.2 0.4849
H 1.078011 0.605755 2.438529 -0.3 -0.1 0.4 0.4731
O 1.535203 0.813058 3.264837 0.4 -0.1 -0.3 -0.9583
H -0.771187 3.772202 1.839528 0.2 -0.2 0.0 0.4919
H 0.523021 2.963588 2.153792 -0.5 0.3 0.0 0.4921
O -0.365329 3.174751 2.484283 0.0 -0.1 0.4 -0.9910
H 1.793519 3.443437 -0.069807 -0.2 -0.1 0.1 0.4914
H 2.003573 2.009175 0.405577 -0.1 0.2 0.1 0.4826
O 1.346647 2.724633 0.399912 0.8 -0.2 -0.5 -0.9548
H -2.123414 -2.530275 -1.314534 0.2 0.0 0.0 0.4865
H -2.292391 -1.844243 0.078182 0.1 -0.2 -0.5 0.4653
O -2.720794 -2.425390 -0.562968 -0.4 0.0 0.2 -0.9558
H -1.955567 1.764308 -1.379455 -0.3 0.3 -0.3 0.4806
H -3.138602 0.937719 -1.397361 -0.5 0.1 -0.3 0.4723
O -2.855941 1.788860 -1.761907 0.6 -0.5 0.4 -0.9612
H -2.363059 3.974574 -0.637489 -0.4 -0.3 0.0 0.4944
H -2.736223 2.939064 0.480885 -0.4 0.0 -0.5 0.4861
O -2.139657 3.646824 0.236365 0.7 0.7 0.6 -0.9742
H 2.965026 -2.493545 1.380847 -0.2 0.4 0.4 0.4768
H 3.824529 -1.252225 1.897860 -0.5 -0.3 0.1 0.4819
O 3.807996 -2.037716 1.339399 0.7 0.0 -0.4 -0.9562
```
Forces are in eV/Å.

The charge is 0. As for the total energy: -881.563011 hartree. The HOMO energy comes out at -8.7 eV. For the gap between HOMO and LUMO, the calculation gives 0.318 Eh. For the lowest unoccupied orbital energy, the calculation gives 0.0 eV. The value obtained for the energy above the lowest of the compared OMol25 structures with the same formula, charge and spin is 0.692 eV. As for the SMILES: C/C(=C/N)CCCN.O.O.O.O.O.O.O.

A cluster of 12 separate species, C4H30O13 in total, computed with ωB97M-V/def2-TZVPD.

XYZ file:
```
47
Properties=species:S:1:pos:R:3:forces:R:3:nbo_charge:R:1
O -0.066901 0.810910 1.415316 0.0 -0.5 -0.2 -0.6656
C -0.560588 1.130124 0.354097 -1.1 1.0 1.3 0.8163
O -1.899901 1.123180 0.253407 0.5 -0.7 -0.3 -0.6901
C 0.200369 1.840333 -0.679871 -0.7 1.6 -3.2 -0.5480
C 0.323261 3.372143 -0.426041 -0.9 0.5 1.3 -0.3815
C 1.394707 4.052792 -1.258456 0.2 0.2 -0.5 -0.6204
H -2.205433 1.211131 -0.675346 0.0 0.4 -0.1 0.5292
H -0.390135 1.972976 -1.610116 0.0 -1.2 0.2 0.2261
H 1.127170 1.385359 -1.031719 0.2 0.0 0.7 0.2459
H -0.646377 3.898049 -0.558581 0.2 -0.7 -0.6 0.2107
H 0.392476 3.558463 0.647609 1.0 -0.1 0.1 0.2062
H 2.175748 3.347910 -1.547083 0.2 0.1 0.3 0.2133
H 1.810762 4.900223 -0.735349 0.4 0.0 0.4 0.2244
H 1.081857 4.524006 -2.200231 -0.5 -0.5 0.1 0.2096
H 1.605443 0.155423 3.641131 -0.4 -1.4 -0.7 0.5047
H 2.762252 -0.799692 3.783722 0.3 -0.6 -0.2 0.4712
O 1.926197 -0.758651 3.314785 0.1 1.2 0.5 -1.0219
H 1.173304 -1.091393 1.336912 0.3 -0.3 -0.3 0.5247
H 1.302442 -0.806590 -0.167206 0.1 0.2 -0.1 0.4717
O 1.255050 -1.525561 0.463159 0.1 0.3 0.8 -0.9849
H -0.444042 -3.090260 -0.097036 0.2 0.0 0.8 0.5142
H -1.592457 -2.276575 -0.743334 -0.2 0.0 0.3 0.4832
O -0.760919 -2.717067 -0.912694 -0.3 -0.1 -1.3 -0.9865
H -1.179384 -1.603659 -3.711131 0.0 0.1 0.1 0.4713
H -0.420757 -1.563921 -2.435802 0.3 -0.2 0.8 0.5065
O -0.783214 -0.970370 -3.094326 -0.4 -0.2 -0.9 -0.9792
H 1.239115 -3.618695 -1.622047 -0.4 -0.2 -0.1 0.4617
H 1.748918 -3.025275 -0.304214 0.0 -0.1 -0.1 0.4966
O 1.995745 -3.614257 -1.041520 0.3 -0.2 0.2 -0.9730
H -0.263268 0.633267 4.417776 -0.2 0.4 -0.6 0.5166
H 0.216680 1.713595 3.285048 -0.4 -0.7 0.5 0.5035
O 0.459415 1.160903 4.045125 0.8 1.2 0.7 -0.9743
H -1.145506 -0.324660 2.907033 0.2 0.1 0.5 0.5057
H -2.265539 -0.994940 3.651503 0.0 0.2 0.5 0.4797
O -1.389320 -0.615241 3.815142 -0.8 -0.4 -1.2 -0.9753
H -1.442982 0.358478 -4.295985 -0.5 0.2 0.4 0.5015
H -1.091414 1.752884 -4.574142 0.3 0.6 -0.4 0.4714
O -1.873358 1.211263 -4.495529 0.5 -0.4 -0.5 -0.9565
H -0.919034 -2.614008 3.168684 -0.3 -0.5 -0.1 0.4614
H 0.484401 -2.339710 3.091963 0.4 -0.5 -0.3 0.4924
O -0.140186 -3.024787 2.773885 0.1 0.9 0.4 -0.9634
H -2.590405 2.055841 -3.071564 0.2 -0.6 0.9 0.5074
H -3.799360 1.418605 -2.541520 -0.2 -0.2 0.4 0.4804
O -2.977404 1.785961 -2.201692 -0.2 0.6 -0.6 -0.9831
H 3.237984 -1.533461 -1.179972 0.5 0.0 0.2 0.4745
H 2.255611 -1.796070 -2.202716 0.1 -0.2 -0.4 0.4654
O 3.046871 -1.261950 -2.080962 -0.4 0.5 0.1 -0.9435
```
Forces are in eV/Å.

The charge is 0. As for the total energy: -1148.527956 hartree. The HOMO energy comes out at -10.6 eV. For the gap between HOMO and LUMO, the calculation gives 0.391 Eh. For the lowest unoccupied orbital energy, the calculation gives 0.0 eV. The value obtained for the energy above the lowest of the compared OMol25 structures with the same formula, charge and spin is 0.000 eV. As for the SMILES: CCCC(=O)O.O.O.O.O.O.O.O.O.O.O.O.